ORCA calculation (the ωB97M-V functional and the def2-TZVPD basis) on an isolated molecule of C20H20ClNO4 at a distorted geometry.

```
46
Properties=species:S:1:pos:R:3:forces:R:3
O 2.282920 -2.817144 -5.388000 0.9 1.2 2.8
Cl 3.170260 3.337403 -0.578193 -0.5 -0.2 0.0
N 2.652149 1.199282 -5.273941 0.9 0.9 -0.3
O 3.325531 -2.192739 -3.415552 -1.3 0.7 -0.8
O -0.752192 -1.186771 2.719486 0.5 1.3 1.6
O 1.387783 0.648987 4.808645 0.1 0.1 2.0
C 2.438582 -2.040643 -4.443270 -0.3 -1.0 -2.4
C 2.140660 0.096358 -5.646639 0.8 0.2 -0.8
C 2.870951 2.290437 -2.978354 -1.0 -0.2 -0.2
C 0.546243 2.325140 0.731889 0.9 0.0 -2.1
C 0.404293 -0.065670 0.866061 0.9 0.6 -1.5
C 1.203306 0.053040 -2.092100 2.2 1.8 -2.0
C 0.032771 2.394899 1.973065 -0.9 -4.6 1.0
C 2.390075 2.179581 -1.643592 1.0 -1.0 -0.9
C 2.529949 1.285443 -3.874020 -1.7 -1.3 1.5
C -0.282820 -0.097965 2.072509 0.4 3.0 -0.4
C 0.903737 1.116904 0.133004 -1.8 -1.2 2.2
C 1.574164 1.076535 -1.183466 -0.3 0.6 -0.6
C 1.776059 0.152741 -3.420732 -0.2 2.1 3.9
C -0.386333 1.213518 2.660459 0.4 1.7 2.5
C -1.043877 -2.384931 2.095474 -0.8 -0.3 -1.1
C 1.621204 -0.707008 -4.529977 1.5 -2.1 -0.1
C -2.328007 1.021439 4.304646 0.4 -0.4 -0.1
C -0.892670 2.904798 4.760897 -0.6 1.1 -2.2
C 0.004356 0.552013 5.166795 0.3 -1.2 -2.9
C -0.782616 1.465396 4.205725 -3.2 -1.1 0.3
H 3.219482 -1.392229 -2.838714 0.2 -0.8 -0.4
H 1.571149 0.387476 3.917474 -0.3 -0.3 -0.8
H 2.192584 -0.245454 -6.677580 -0.2 0.1 0.2
H 3.340772 3.180267 -3.406483 0.1 -0.2 0.7
H 0.682618 3.273215 0.241074 0.4 0.0 -0.3
H 0.588720 -1.030878 0.457888 0.4 -0.6 -0.6
H 0.466660 -0.685357 -1.810304 0.2 -0.2 -0.1
H 0.096131 3.295823 2.447194 -0.5 2.2 1.3
H -0.426159 -3.224659 2.397290 0.7 0.2 -0.1
H -1.012523 -2.154777 1.032634 -0.1 -0.9 -0.3
H -2.053320 -2.690700 2.381252 -0.1 0.3 -0.1
H 0.639333 -0.974525 -4.659359 -2.5 -1.0 -0.6
H -2.535695 0.029497 3.928053 0.4 -0.3 -0.5
H -2.687526 0.914969 5.330527 0.2 0.6 0.3
H -2.991591 1.704608 3.755080 0.3 -0.1 0.2
H -1.163126 2.978532 5.814520 0.6 -0.5 0.1
H -0.052130 3.557342 4.478659 -0.1 -0.2 0.6
H -1.801794 3.372125 4.265477 1.1 -0.3 0.3
H -0.416649 -0.472551 5.043317 0.6 0.3 -0.2
H -0.101273 0.698377 6.213326 0.0 1.0 0.8
```
Positions in Å, forces in eV/Å.

Values from the calculation:
**E_LUMO**: -0.42 eV
**SMILES**: COc1cc(-c2cc3c(cc2Cl)N=C[C@H]3C(=O)O)ccc1C(C)(C)CO
**Relative energy (zero: lowest compared OMol25 entry of this formula, charge and spin)**: 6.9 kcal/mol
**Electronic energy**: -43264.24681 eV
**HOMO level**: -8.47 eV
**Kohn-Sham gap**: 8.050 eV

Löwdin charges, unit e, in atom order: atom 1 (O): 0.096, atom 2 (Cl): 0.699, atom 3 (N): 0.145, atom 4 (O): 0.123, atom 5 (O): -0.089, atom 6 (O): -0.042, atom 7 (C): -0.390, atom 8 (C): -0.063, atom 9 (C): -0.034, atom 10 (C): -0.092, atom 11 (C): 0.052, atom 12 (C): 0.074, atom 13 (C): -0.014, atom 14 (C): -0.530, atom 15 (C): -0.201, atom 16 (C): -0.231, atom 17 (C): -0.143, atom 18 (C): -0.164, atom 19 (C): -0.159, atom 20 (C): -0.024, atom 21 (C): -0.064, atom 22 (C): -0.191, atom 23 (C): -0.055, atom 24 (C): -0.064, atom 25 (C): -0.200, atom 26 (C): -0.396, atom 27 (H): 0.120, atom 28 (H): 0.063, atom 29 (H): 0.139, atom 30 (H): 0.119, atom 31 (H): 0.089, atom 32 (H): 0.090, atom 33 (H): 0.121, atom 34 (H): 0.077, atom 35 (H): 0.097, atom 36 (H): 0.086, atom 37 (H): 0.098, atom 38 (H): 0.147, atom 39 (H): 0.059, atom 40 (H): 0.081, atom 41 (H): 0.083, atom 42 (H): 0.085, atom 43 (H): 0.077, atom 44 (H): 0.093, atom 45 (H): 0.118, atom 46 (H): 0.114



ORCA calculation (the ωB97M-V functional and the def2-TZVPD basis) on a structure of composition C30H23ClF4N4O4S2Ti at a distorted geometry.

```
69
Properties=species:S:1:pos:R:3:forces:R:3
Ti 0.975726 0.295303 0.037030 -0.6 1.2 -1.4
C 4.012071 1.103794 0.901986 0.5 -0.3 0.4
N 2.825489 1.474293 0.113333 0.2 0.5 0.0
C 3.291420 1.665036 -1.272317 0.1 0.1 -0.5
C 2.260735 2.700571 0.706988 -0.3 0.4 0.0
C 1.031848 3.140258 -0.098095 0.6 0.4 0.2
N 0.460868 1.929473 -0.679669 0.2 0.7 0.5
C -0.269917 2.101297 -1.833969 -0.9 0.0 -1.7
C -0.091130 1.161614 -2.857120 0.3 0.1 0.5
F 0.857088 0.195693 -2.543912 -0.5 0.3 -0.5
C -0.719240 1.248867 -4.087384 0.0 0.1 0.2
F -0.530074 0.312196 -5.007852 0.1 0.0 0.1
C -1.537263 2.338846 -4.350828 0.2 0.0 0.3
C -1.722589 3.302702 -3.368884 0.3 -0.3 0.0
F -2.474936 4.358759 -3.626082 0.0 0.0 0.2
C -1.121053 3.181833 -2.116873 0.1 -0.3 0.2
F -1.350767 4.086452 -1.156515 -0.1 0.0 -0.2
H 4.758870 1.903203 0.845870 -0.1 0.0 0.0
H 4.459906 0.191025 0.507196 -0.1 0.2 0.0
H 3.758062 0.950709 1.951866 0.0 0.1 -0.2
H 4.128035 2.374317 -1.306622 -0.1 -0.2 0.1
H 2.500655 2.044540 -1.920551 0.1 -0.1 0.1
H 3.632722 0.697811 -1.657545 0.0 0.2 0.0
H 3.010901 3.503403 0.730942 -0.2 -0.2 0.1
H 1.973577 2.445854 1.738002 0.2 0.2 -0.1
H 1.321570 3.835809 -0.899078 -0.1 -0.2 0.1
H 0.329667 3.683201 0.549910 0.1 -0.2 -0.2
H -2.009088 2.442104 -5.315341 -0.1 0.0 -0.1
S -1.823282 3.767771 3.674327 -0.4 -0.5 0.2
C -2.810760 4.364423 4.927847 0.0 -0.1 0.0
C -3.684144 3.427898 5.399577 0.1 0.5 0.1
C -3.565374 2.198252 4.742419 0.5 -0.2 -0.6
C -2.591048 2.196957 3.763930 -0.2 1.0 0.6
C -2.211496 1.126171 2.889953 0.1 -0.9 -0.5
C -1.175830 1.312335 1.948054 -0.3 0.2 0.2
N -0.795402 0.386061 1.084138 -0.7 -0.6 0.4
C -1.418220 -0.816594 1.099167 -0.7 -0.2 0.6
C -2.437569 -1.129122 2.034642 0.6 0.2 -0.6
C -2.992079 -2.449065 2.024254 0.1 -0.2 -0.2
C -2.549982 -3.386727 1.155037 -0.2 0.2 0.2
C -1.526706 -3.096527 0.197656 0.3 0.9 0.1
C -0.993811 -4.043042 -0.668584 0.5 0.4 -0.4
C 0.043386 -3.689857 -1.541136 -0.5 0.6 0.6
C 0.502268 -2.353061 -1.498246 0.1 -0.5 -0.4
N 0.019513 -1.432937 -0.677412 -0.6 -0.4 0.2
C -0.980284 -1.789330 0.166787 -0.5 -0.7 0.0
C 0.631154 -4.647603 -2.430454 0.4 -0.9 -0.8
C 1.658763 -4.485559 -3.342951 -0.6 0.1 0.6
C 1.954930 -5.653171 -4.051962 -0.1 -0.6 -0.1
C 1.167608 -6.709451 -3.681471 0.1 0.3 0.0
S 0.052181 -6.296833 -2.466523 0.3 0.6 -0.2
C -2.825577 -0.134446 2.927213 0.4 0.6 -0.1
H -2.693639 5.377012 5.259528 0.0 0.2 0.1
H -4.384108 3.619445 6.192370 -0.1 0.1 0.1
H -4.179395 1.349877 4.982578 -0.1 -0.2 0.0
H -0.659964 2.266975 1.910607 0.0 -0.1 0.0
H -3.763425 -2.681540 2.742708 -0.1 -0.1 0.0
H -2.952609 -4.387613 1.171425 -0.1 -0.1 0.0
H -1.368707 -5.055097 -0.650967 -0.1 -0.1 0.0
H 1.306961 -2.046720 -2.156239 -0.1 -0.1 0.1
H 2.189091 -3.564474 -3.499986 0.1 0.2 0.0
H 2.711836 -5.722352 -4.812262 0.1 0.0 -0.1
H 1.184888 -7.707756 -4.075754 0.0 -0.2 0.0
H -3.600409 -0.346077 3.646893 -0.1 0.0 0.1
O 1.226089 -2.339791 1.703948 -0.6 -1.1 0.4
Cl 2.189183 -1.345989 1.564292 0.8 -2.1 1.4
O 3.345042 -1.541320 2.285400 1.2 -0.2 0.7
O 2.467460 -1.147453 0.150360 0.7 0.0 -1.5
O 1.570315 -0.062634 1.924350 -0.6 1.4 0.5
```
Positions in Å, forces in eV/Å.

Values from the calculation:
**E_LUMO**: -7.63 eV
**Relative energy (zero: lowest compared OMol25 entry of this formula, charge and spin)**: 27.5 kcal/mol
**Electronic energy**: -113791.57101 eV
**Net charge**: +2
**HOMO level**: -12.98 eV
**Kohn-Sham gap**: 5.350 eV

Löwdin charges, unit e, in atom order: atom 1 (Ti): 1.203, atom 2 (C): -0.055, atom 3 (N): -0.345, atom 4 (C): -0.025, atom 5 (C): -0.139, atom 6 (C): -0.147, atom 7 (N): -0.124, atom 8 (C): -0.151, atom 9 (C): -0.092, atom 10 (F): 0.027, atom 11 (C): -0.197, atom 12 (F): 0.135, atom 13 (C): 0.121, atom 14 (C): -0.186, atom 15 (F): 0.149, atom 16 (C): -0.120, atom 17 (F): 0.120, atom 18 (H): 0.121, atom 19 (H): 0.104, atom 20 (H): 0.098, atom 21 (H): 0.123, atom 22 (H): 0.090, atom 23 (H): 0.115, atom 24 (H): 0.155, atom 25 (H): 0.132, atom 26 (H): 0.149, atom 27 (H): 0.125, atom 28 (H): 0.156, atom 29 (S): 1.069, atom 30 (C): -0.370, atom 31 (C): -0.146, atom 32 (C): -0.086, atom 33 (C): -0.468, atom 34 (C): -0.160, atom 35 (C): -0.032, atom 36 (N): 0.007, atom 37 (C): -0.132, atom 38 (C): -0.097, atom 39 (C): 0.024, atom 40 (C): 0.027, atom 41 (C): -0.105, atom 42 (C): 0.076, atom 43 (C): -0.158, atom 44 (C): -0.016, atom 45 (N): 0.001, atom 46 (C): -0.153, atom 47 (C): -0.468, atom 48 (C): -0.098, atom 49 (C): -0.154, atom 50 (C): -0.368, atom 51 (S): 1.099, atom 52 (C): 0.108, atom 53 (H): 0.079, atom 54 (H): 0.119, atom 55 (H): 0.117, atom 56 (H): 0.085, atom 57 (H): 0.133, atom 58 (H): 0.134, atom 59 (H): 0.111, atom 60 (H): 0.126, atom 61 (H): 0.111, atom 62 (H): 0.116, atom 63 (H): 0.081, atom 64 (H): 0.136, atom 65 (O): -0.177, atom 66 (Cl): 0.722, atom 67 (O): -0.147, atom 68 (O): -0.348, atom 69 (O): -0.340